The following is a quantum chemistry calculation of a molecular structure, C16H25IN2O5P, from OMol25.

```
! RIJCOSX wB97M-V def2-TZVPD def2/J DEFGRID3
* xyz 1 1
C -0.212 -6.023 -1.892
C 0.999 -5.158 -1.557
N 0.848 -3.861 -2.239
C 1.741 -2.846 -1.735
N 1.683 -1.772 -2.776
C 0.656 -1.051 -2.607
C 0.076 -1.170 -1.213
I -1.873 -1.984 -1.612
O 0.068 0.146 -0.836
C -0.346 0.433 0.522
C -1.831 0.762 0.665
C 1.201 -2.030 -0.567
P 1.162 -2.907 1.053
C 1.640 -1.806 2.423
C -0.390 -3.814 1.412
H -1.084 -5.390 -1.812
H -0.164 -6.315 -2.931
H -0.290 -6.882 -1.245
H 1.877 -5.677 -1.931
H 1.077 -5.039 -0.488
H 1.027 -4.015 -3.226
H 2.733 -3.228 -1.500
H 2.300 -1.746 -3.580
H 0.340 -0.362 -3.373
H -0.089 -0.388 1.175
H 0.210 1.309 0.812
H -2.267 0.893 -0.314
H -1.998 1.608 1.308
H -2.342 -0.089 1.098
H 1.970 -1.280 -0.409
H 0.931 -1.030 2.699
H 2.603 -1.352 2.243
H 1.757 -2.447 3.283
H -0.133 -4.853 1.549
H -1.155 -3.766 0.651
H -0.794 -3.477 2.356
C -0.665 7.129 2.131
C -0.616 5.818 2.390
C -0.789 4.789 1.311
O -0.713 3.610 1.623
C -1.041 5.243 -0.043
C -1.095 6.556 -0.307
C -0.897 7.589 0.768
O -0.943 8.759 0.446
O -1.322 7.038 -1.517
O -0.409 5.332 3.610
H -0.539 7.878 2.899
H -1.181 4.492 -0.809
H -1.307 8.014 -1.433
H -0.417 4.359 3.525
*
```

HOMO-LUMO gap   6.830 eV
Calculated total energy   -1749.113945 Ha

Löwdin population analysis, charges in e, atoms 1 to 5:
1 C -0.072
2 C -0.260
3 N -0.035
4 C -0.317
5 N 0.174

***

The following is a quantum chemistry calculation of a gas-phase ion, C16H25N2O5 (charge +1), from OMol25.

```
! RIJCOSX wB97M-V def2-TZVPD def2/J DEFGRID3
* xyz 1 1
O -1.035 -2.447 0.305
C -0.304 -2.104 1.459
C 1.190 -2.247 1.172
N 1.727 -1.214 0.263
C 3.204 -1.152 0.353
C 3.755 -0.296 -0.817
N 2.770 0.583 -1.367
C 2.651 1.932 -0.904
C 1.862 2.258 0.399
O 2.219 1.334 1.414
C 0.331 2.296 0.245
O -0.154 0.962 0.201
C -1.541 0.834 0.261
C -2.225 1.129 1.429
C -3.604 0.950 1.522
C -4.252 0.467 0.412
C -3.556 0.165 -0.766
C -2.199 0.342 -0.871
O -4.426 -0.302 -1.698
C -5.708 -0.257 -1.097
O -5.571 0.192 0.237
C 1.648 -0.120 -1.941
C 1.314 -1.397 -1.145
H -1.972 -2.511 0.514
H -0.533 -1.077 1.770
H -0.548 -2.781 2.287
H 1.369 -3.226 0.722
H 1.730 -2.182 2.118
H 1.363 -0.280 0.551
H 3.467 -0.706 1.311
H 3.604 -2.166 0.303
H 4.097 -0.958 -1.620
H 4.612 0.281 -0.472
H 2.206 2.534 -1.702
H 3.669 2.295 -0.749
H 2.172 3.273 0.681
H 1.956 1.689 2.269
H -0.109 2.825 1.100
H 0.056 2.839 -0.668
H -1.689 1.503 2.288
H -4.140 1.181 2.426
H -1.669 0.112 -1.779
H -6.155 -1.262 -1.106
H -6.354 0.436 -1.658
H 1.886 -0.408 -2.974
H 0.788 0.546 -1.967
H 0.245 -1.606 -1.170
H 1.851 -2.261 -1.541
*
```

HOMO-LUMO gap   8.529 eV
ΔE to the lowest compared entry with this formula, charge and spin   0.0 kJ/mol
Structure (SMILES)   OCC[NH+]1CCN(C[C@H](O)COc2ccc3c(c2)OCO3)CC1
Calculated total energy   -1110.125635 Ha

Löwdin population analysis, charges in e, atoms 1 to 5:
1 O -0.055
2 C -0.210
3 C -0.083
4 N -0.104
5 C -0.088

***

The following is a quantum chemistry calculation of a single C16H25N3O2 molecule, from OMol25.

```
! RIJCOSX wB97M-V def2-TZVPD def2/J DEFGRID3
* xyz 0 1
C -0.614 -5.170 -5.634
C -0.329 -4.796 -4.185
C 0.281 -3.398 -4.085
N 0.814 -3.125 -2.761
C -0.222 -2.888 -1.774
C 0.411 -2.761 -0.384
N 1.363 -1.673 -0.361
C 1.103 -0.372 0.015
O 1.752 0.558 -0.420
N 0.119 -0.240 0.965
C -0.348 0.935 1.562
C -0.003 2.208 1.126
C -0.516 3.331 1.751
C -1.390 3.210 2.824
O -1.975 4.239 3.504
C -1.591 5.569 3.226
C -0.230 5.927 3.819
C -1.741 1.931 3.258
C -1.229 0.813 2.637
C 2.379 -1.870 -1.378
C 1.746 -2.009 -2.761
H -1.300 -4.456 -6.084
H 0.305 -5.176 -6.216
H -1.063 -6.159 -5.690
H 0.371 -5.508 -3.747
H -1.260 -4.845 -3.617
H 1.117 -3.339 -4.787
H -0.465 -2.641 -4.389
H -0.913 -3.731 -1.773
H -0.792 -1.965 -1.996
H -0.377 -2.635 0.358
H 0.956 -3.684 -0.159
H -0.222 -1.081 1.403
H 0.680 2.317 0.301
H -0.220 4.299 1.377
H -1.608 5.761 2.146
H -2.370 6.178 3.694
H 0.554 5.309 3.389
H -0.244 5.765 4.894
H -0.007 6.972 3.621
H -2.423 1.839 4.088
H -1.514 -0.169 2.989
H 3.052 -1.013 -1.357
H 2.930 -2.783 -1.133
H 2.528 -2.205 -3.497
H 1.247 -1.059 -3.022
*
```

HOMO-LUMO gap   8.374 eV
ΔE to the lowest compared entry with this formula, charge and spin   40.2 kJ/mol
Structure (SMILES)   CCCN1CCN(C(=O)Nc2ccc(OCC)cc2)CC1
Calculated total energy   -939.440263 Ha

Löwdin population analysis, charges in e, atoms 1 to 5:
1 C -0.116
2 C -0.252
3 C -0.226
4 N -0.180
5 C -0.168

***

Q: Among the records above, which one has the lowest calculated total energy?
A: C16H25IN2O5P

***

Q: Among the records above, which one has the lowest calculated total energy?
A: C16H25IN2O5P